Record 1
C45H62Ge2N6Tl | the ωB97M-V functional and the def2-TZVPD basis

Each line ends with the Mulliken charge.
Element x y z (Å)
Tl 0.5721 0.2481 0.6421  0.4278
Ge -0.0440 0.0819 -2.3893  1.2356
Ge -2.7489 -1.8406 0.2915  -0.2541
N 3.1000 2.2356 -0.6361  0.7200
N 1.1200 3.6894 1.1501  0.9041
N 2.7455 -1.8153 0.4073  -0.0416
N -2.0586 -0.5911 1.3621  0.9733
N -1.2659 2.1835 0.1048  2.0515
N 2.9179 1.4484 3.6248  -0.0175
C 3.8528 -1.6731 1.1251  -0.1974
C -2.8026 -1.5658 3.5562  -1.7981
C 5.3707 2.6005 -1.2804  -0.6956
C -1.2493 -3.3590 -3.9531  -0.3622
C -1.3705 3.4521 0.5324  0.5698
C -1.4773 0.5258 3.4416  -1.8223
C -2.2077 -1.4874 -5.0815  -0.5058
C 3.9128 4.4537 -0.9277  -0.9985
C 1.5239 4.0101 -0.2306  0.3796
C 2.6671 1.1884 5.9893  -0.7846
C 3.0306 3.3480 5.0496  -0.7077
C -3.8426 0.4990 2.6779  -1.6353
C -0.6158 1.8940 -3.2481  -0.4895
C 2.2489 -3.0408 0.2775  -0.2159
C -2.0941 -3.7161 0.7835  -0.3167
C -1.6714 -2.0243 -3.9112  0.0929
C -1.5963 -1.2925 -2.6247  0.3117
C 1.8548 -1.7234 -3.8919  -0.9887
C 2.9050 3.5511 -0.6129  -0.2567
C 5.1687 3.9735 -1.2706  -0.5196
C -2.3464 -1.8424 -1.6536  -1.2148
C 3.2697 3.5927 2.5492  0.2032
C -5.4446 -2.5967 -0.9545  -1.3001
C -2.5293 4.1967 0.3014  -0.8422
C -2.3029 1.6302 -0.5216  -0.2461
C 1.0409 -0.4457 -4.0618  -1.0032
C -1.8687 -3.5597 -6.2657  -0.5856
C -3.5996 3.6089 -0.3501  -1.1220
C -2.3032 -2.2429 -6.2393  -0.7165
C 2.8387 -4.1627 0.8365  -0.8149
C -4.8004 -1.9855 0.2872  -0.7478
C -1.3347 -4.1129 -5.1106  -0.6852
C -2.5291 -0.3145 2.6972  1.8909
C 2.8457 2.5535 6.1711  -0.4400
C -3.4910 2.2995 -0.7577  -1.3313
C 4.3041 1.7788 -0.9569  -0.3968
C 2.7078 0.6925 4.6983  -0.1307
C -1.5364 1.9093 -4.4600  -1.5146
C 4.5004 -2.7314 1.7441  -0.9435
C -3.0019 -4.8708 0.3750  -1.2504
C 4.6782 -5.2077 2.2108  -1.3780
C -0.2591 4.1321 1.3409  -1.8285
C 3.0660 2.7580 3.7895  0.1375
C 1.9825 4.3510 2.1407  -1.3896
C 3.9997 -4.0190 1.5920  1.2414
H 5.3912 -2.5563 2.3351  0.3263
H 0.3484 2.3353 -3.5277  0.5202
H 3.7201 5.5186 -0.9049  0.4712
H 1.3962 4.5044 3.0508  0.7689
H 2.4594 -1.9452 -4.7776  0.3995
H -1.9165 -2.2000 3.5814  0.2094
H -4.1522 0.7612 3.6946  0.5381
H -2.7358 -1.8036 -7.1310  0.4057
H -2.5880 5.2257 0.6319  0.4510
H 2.4107 -5.1452 0.6842  0.4137
H -2.5763 -0.4714 -5.0743  0.3874
H -1.1476 1.2611 -5.2455  0.3745
H -5.1070 -2.5571 1.1695  0.3984
H 1.3397 -3.1178 -0.3093  0.3718
H 4.0698 -5.6097 3.0228  0.2973
H -1.8662 0.8720 4.4039  0.5676
H -4.3057 1.7956 -1.2583  0.6154
H -0.5827 -0.0706 3.6185  0.2708
H 5.9721 4.6558 -1.5144  0.4002
H -1.0000 -5.1441 -5.1102  0.3922
H -0.3182 5.2183 1.1342  0.4844
H -2.9600 -2.6860 -1.9978  0.5876
H -1.1097 -3.8408 0.3218  0.0051
H 6.3315 2.1792 -1.5420  0.4396
H 1.7134 0.3927 -4.2793  0.5445
H -3.7096 1.4076 2.0912  0.1364
H 4.2325 -0.6630 1.2102  0.2222
H 2.2672 5.3488 1.7610  0.3290
H -5.1414 -2.0503 -1.8469  0.2495
H 4.0577 4.3260 2.7381  0.5123
H 2.8468 2.9877 7.1622  0.3992
H 3.1697 4.4164 5.1556  0.4288
H -0.8636 -3.8028 -3.0433  0.4513
H 0.3823 -0.5533 -4.9275  0.3586
H 2.5221 0.5268 6.8323  0.3922
H -1.6353 2.9186 -4.8779  0.4447
H 1.1873 -2.5671 -3.7216  0.1159
H -4.6280 -0.0988 2.2206  0.2252
H -2.5709 -5.8437 0.6336  0.4124
H -2.5337 1.5647 -4.1812  0.2452
H 5.6513 -4.9333 2.6157  0.3516
H -1.2008 1.3876 2.8372  0.0207
H 3.5721 2.9316 1.7447  -0.3382
H -0.5164 3.9757 2.3938  0.4520
H -6.5370 -2.5640 -0.8894  0.4188
H -1.9458 -4.1455 -7.1738  0.3565
H -1.0428 2.5494 -2.4860  0.0783
H -3.9656 -4.7879 0.8808  0.3024
H -2.1584 0.6187 -0.8590  -0.4990
H 1.4453 5.1007 -0.3945  0.2307
H 2.5229 -1.6432 -3.0328  0.1549
H 0.8272 3.4879 -0.8888  -0.3244
H -3.0646 -1.2817 4.5805  0.4691
H 4.3998 0.7009 -0.9339  0.3632
H 4.8146 -5.9997 1.4743  0.3541
H -4.5024 4.1766 -0.5379  0.3715
H -3.1794 -4.8662 -0.7009  0.1905
H -5.1507 -3.6387 -1.0786  0.2325
H -5.1887 -0.9719 0.4122  0.4438
H -1.9347 -3.7492 1.8641  0.3745
H 2.5823 -0.3667 4.4999  0.4477
H -3.6297 -2.1363 3.1297  0.3348

Calculated values
E_HOMO	-0.10852	Eh
charge	-1
energy above the lowest of the compared OMol25 structures with the same formula, charge and spin	0.0	kcal/mol
orbital gap	5.2	eV
calculated total energy	-6406.734520	a.u.


Record 2
C41H69N17Sc | the ωB97M-V functional and the def2-TZVPD basis

Each line ends with the Mulliken charge.
Element x y z (Å)
Sc -0.4000 -0.8290 -0.1152  -0.7836
N -1.6816 -1.5145 3.3878  0.9536
N 2.5335 2.7252 -3.4036  0.4118
N 0.9181 0.7691 1.1649  1.3742
N 2.1619 1.2701 2.8590  -1.4296
N -2.0820 -1.7787 1.0932  1.2923
N 1.0264 1.1152 -2.4792  0.4576
N 1.8373 2.4021 2.2130  1.3049
N -3.8118 -2.0371 2.6657  0.4762
N -1.8766 0.0033 -2.0457  2.4432
N -1.9200 0.9387 0.5331  1.8919
N 0.9972 3.3287 -1.7691  0.9311
N 3.2030 -3.2461 1.4976  0.3818
N 1.6200 0.3047 2.2301  0.2664
N -0.8451 -2.5132 -1.1610  1.5026
N 0.0878 -1.9963 -3.9151  0.4035
N 1.3602 -2.2322 0.4084  1.0613
N 3.4792 -1.1899 0.5472  0.4759
C -3.1202 1.9246 2.3540  -1.2694
C 4.5500 -0.8289 1.4687  -1.3360
C -4.1497 2.2842 1.4992  -1.5188
C 0.4026 -3.1824 -4.4742  0.1373
C 0.9259 3.5553 4.8582  -1.3765
C 1.7602 4.5206 -1.4344  -1.0766
C -1.8638 -3.6043 -5.0021  -0.9264
C -2.1829 -0.9829 4.6481  -1.2532
C -0.4317 3.4099 -1.5522  -0.8490
C -2.5120 -1.7790 2.3399  -0.5420
C 1.3393 0.2370 -3.6082  -1.7281
C -2.1756 -2.3826 -4.4302  -0.5330
C -4.9345 -1.4063 1.9917  -0.9461
C -1.6893 -0.2530 -3.3531  0.2435
C -0.5442 -4.0165 -5.0192  -0.8792
C -0.2982 -1.9321 3.4420  -1.1237
C 4.5556 -3.7121 1.2120  -1.2048
C 0.7625 -3.5841 0.2917  -1.0181
C -3.0021 -2.3521 0.1074  -1.3375
C -2.9017 1.3141 -0.2946  1.2732
C 2.5479 -3.9681 2.5752  -0.6557
C -1.1969 -1.5867 -3.8537  0.0528
C -3.2386 1.8778 -2.6942  -1.4714
C -2.1769 0.5705 -4.3597  -0.8198
C -4.0412 1.9708 0.1548  -0.9023
C 2.2646 3.7191 2.7169  -1.3422
C 2.4690 3.9611 -4.1711  -1.2061
C 2.6327 -2.2182 0.8100  -0.2782
C 1.2142 4.3765 3.6083  0.8214
C 1.2138 -1.2523 -3.2900  0.1897
C 0.0455 -3.6542 -1.0313  -1.4118
C -2.0359 1.2439 1.8308  -1.1506
C -2.2575 -2.8564 -1.1503  -1.2845
C -4.1659 -2.9115 3.7781  -1.1677
C 3.3724 -0.3252 -0.5989  -1.4273
C -0.0610 4.6992 2.8375  -1.1179
C -2.9495 1.6707 -4.0263  -1.5961
C -2.6750 1.0362 -1.7400  -0.8975
C 1.5123 2.3315 -2.5691  -0.5639
C 3.8236 2.0587 -3.4282  -1.2081
C 1.0672 2.0782 1.1820  -1.8193
H 0.8097 -3.6719 -1.8273  0.1017
H 4.9550 -3.2091 0.3371  0.3257
H 2.3646 0.3383 -3.9480  0.7768
H 1.5648 4.7856 -0.3915  0.0740
H 0.6526 2.7776 0.4812  0.7203
H 1.5036 -4.3808 0.3617  0.8858
H -0.6384 4.0657 -0.7027  0.3116
H -4.6533 -2.3656 4.5888  0.3801
H 3.1432 -3.8684 3.4856  0.4176
H -4.8367 2.2238 -0.5308  0.6574
H 2.7072 3.7475 -5.2143  0.3941
H -0.9622 3.8182 -2.4196  0.4146
H 1.5640 -3.5613 2.7649  -0.1243
H 3.8694 1.2973 -2.6528  0.3039
H 2.8236 4.3256 -1.5415  0.3461
H -4.8540 -3.6782 3.4194  0.3847
H -3.2789 -3.4086 4.1626  0.3261
H 0.0291 -3.7372 1.0905  0.0017
H -4.5842 -0.6096 1.3403  0.1994
H 5.5372 -1.0731 1.0729  0.3554
H 1.4522 -3.4341 -4.4766  0.5022
H 0.7336 0.4847 -4.4881  0.4124
H -5.5881 -0.9609 2.7460  0.3351
H -0.8179 2.4226 -1.3291  0.0018
H -2.2374 -1.7447 5.4289  0.3847
H 3.4337 0.7217 -0.2868  0.3146
H -3.1964 -2.0278 -4.4141  0.5617
H 2.0933 -1.7634 -3.6711  0.3771
H -1.9800 0.3240 -5.3943  0.6459
H 2.4223 -0.4419 -1.0974  0.2280
H -2.3819 -3.9390 -1.2392  0.8698
H -3.5852 -3.1564 0.5626  0.8359
H 0.2376 4.0910 5.5107  0.4617
H -3.1681 -0.5458 4.5128  0.4065
H -2.6418 -4.2172 -5.4380  0.5100
H 3.1762 4.7109 -3.8086  0.3975
H 4.5064 0.2474 1.6404  0.4916
H 3.1978 3.5329 3.2449  0.4028
H 1.4948 5.3874 -2.0441  0.4120
H -0.5937 3.7862 2.5493  0.0554
H 0.3185 -1.1454 3.8757  0.4039
H 5.2273 -3.5470 2.0566  0.3751
H -5.5239 -2.1171 1.4084  0.3110
H 0.1405 5.2819 1.9349  0.2851
H -3.8576 2.7081 -2.3887  0.5270
H 4.1852 -0.5163 -1.3080  0.6047
H 1.1636 -1.4758 -2.2212  -0.4988
H -2.7848 -2.4331 -2.0089  -0.1142
H 0.4615 2.5970 4.6057  0.0972
H -0.7443 5.2805 3.4553  0.5132
H 4.4091 -1.3289 2.4220  0.3374
H 2.4544 -5.0314 2.3448  0.3672
H 2.4817 4.3305 1.8404  0.3594
H 1.6757 5.3213 3.9110  0.3898
H -3.3423 2.3271 -4.7910  0.4985
H -0.2333 -4.9517 -5.4608  0.4897
H -3.7290 -1.5972 -0.2114  0.3146
H 4.5211 -4.7834 1.0071  0.4070
H -1.2310 0.9177 2.4752  0.8927
H -0.4942 -4.6021 -1.1155  0.5915
H 1.8321 3.3450 5.4259  0.3789
H -1.4949 -0.2069 4.9915  0.3137
H -5.0248 2.8012 1.8701  0.5133
H 0.0841 -2.1330 2.4478  -0.4072
H 1.4636 4.3744 -4.1393  0.3096
H -0.1942 -2.8277 4.0644  0.5890
H 4.0433 1.6004 -4.3971  0.3303
H 4.6093 2.7906 -3.2252  0.3868
H -3.1530 2.1572 3.4095  0.6800

Calculated values
E_HOMO	-0.54419	Eh
charge	+3
energy above the lowest of the compared OMol25 structures with the same formula, charge and spin	0.0	kcal/mol
orbital gap	7.3	eV
calculated total energy	-3294.539785	a.u.


Record 3
C2H11N2O2 | the ωB97M-V functional and the def2-TZVPD basis

Each line ends with the natural charge from an NBO analysis.
Element x y z (Å)
O 1.0329 0.1754 1.3505  -0.9671
O 1.4319 2.8157 1.0527  -0.9911
N 0.9421 -0.0884 -1.2834  -0.4477
N -1.2768 -0.5759 -0.6556  -0.2021
C -2.0949 -1.7156 -0.2962  -0.4559
C -0.1446 -0.8045 -1.3344  0.3465
H 1.8333 -0.4217 -1.6587  0.4849
H -1.4570 -2.5255 0.1099  0.3226
H 0.0105 -1.6453 -2.0151  0.2758
H 0.8289 3.5111 0.7304  0.5055
H 1.0633 1.1264 1.5927  0.5263
H 1.8956 3.2435 1.7974  0.5169
H -1.2298 0.1958 0.0267  0.4720
H -2.3583 -2.1348 -1.2823  0.3029
H 1.4504 -0.2655 2.1006  0.5225
H 1.0237 0.6572 -0.5766  0.4799
H -2.9513 -1.5479 0.3415  0.3081

Calculated values
spin multiplicity	2
E_HOMO (alpha / beta)	-0.70636 / -0.70585	Eh
charge	+2
energy above the lowest of the compared OMol25 structures with the same formula, charge and spin	47.8	kcal/mol
orbital gap (alpha / beta)	9.5 / 4.7	eV
expectation value of S²	0.778
calculated total energy	-342.025611	a.u.


Record 4
C10H40O10 | the ωB97M-V functional and the def2-TZVPD basis

Each line ends with the natural charge from an NBO analysis.
Element x y z (Å)
O -29.4417 -23.7506 -17.6356  -0.7541
O -33.9522 -31.9608 -19.7578  -0.7315
O -36.2956 -32.5359 -12.3617  -0.7217
O -31.1599 -32.3521 -9.9743  -0.7388
O -30.8193 -30.2465 -16.8694  -0.7227
O -28.2070 -35.3298 -16.0670  -0.7230
O -34.6319 -23.6747 -18.5815  -0.7222
O -31.7135 -36.1256 -13.6563  -0.7288
O -32.7495 -24.7242 -14.4884  -0.7336
O -27.8059 -27.6305 -17.9547  -0.7206
C -26.4746 -27.8527 -17.6451  -0.2500
C -27.9332 -33.9810 -16.3938  -0.2535
C -31.6861 -29.4363 -16.1691  -0.2458
C -30.4151 -31.9447 -11.1184  -0.2476
C -36.1275 -31.1232 -12.2669  -0.2488
C -31.8295 -24.5032 -13.3960  -0.2512
C -34.1930 -31.0262 -20.8533  -0.2586
C -35.2458 -22.5022 -18.0832  -0.2466
C -29.0171 -22.3671 -17.6966  -0.2510
C -33.0243 -35.7852 -14.1131  -0.2555
H -28.1177 -22.0793 -18.2410  0.1947
H -30.9559 -23.9336 -13.7130  0.1820
H -33.8720 -30.1323 -20.3184  0.1764
H -26.0508 -27.1933 -16.8877  0.1570
H -26.2642 -28.8412 -17.2366  0.1790
H -35.2374 -31.1728 -21.1286  0.1862
H -32.4820 -30.1063 -15.8439  0.1762
H -25.9459 -27.6248 -18.5706  0.1613
H -36.8506 -30.6065 -11.6358  0.1633
H -33.3478 -36.4389 -14.9231  0.1795
H -30.7139 -30.9536 -11.4597  0.1787
H -35.8086 -32.9261 -11.6322  0.4658
H -33.3010 -34.7496 -14.3106  0.1771
H -31.2564 -33.3029 -9.8832  0.4702
H -33.6307 -24.7928 -14.1138  0.4661
H -36.0502 -30.6238 -13.2326  0.1795
H -27.8671 -26.6737 -17.9060  0.4734
H -31.7634 -36.3272 -12.7190  0.4689
H -28.1650 -33.4576 -15.4662  0.1535
H -30.2770 -29.6075 -17.3376  0.4668
H -35.2640 -21.7106 -18.8323  0.1807
H -34.8036 -24.4076 -17.9858  0.4663
H -35.1565 -30.9829 -11.7918  0.1620
H -33.0528 -31.8251 -19.4506  0.4631
H -30.2246 -23.9291 -17.1095  0.4829
H -29.0341 -35.2652 -15.5840  0.4642
H -29.8882 -21.7987 -18.0226  0.1691
H -34.7163 -22.0937 -17.2224  0.1603
H -33.6614 -31.1381 -21.7983  0.1638
H -31.0559 -29.1099 -15.3418  0.1625
H -36.2904 -22.7139 -17.8551  0.1613
H -29.3894 -31.8273 -10.7687  0.1648
H -32.3306 -24.0360 -12.5482  0.1691
H -32.0668 -28.6361 -16.8039  0.1630
H -30.4448 -32.6579 -11.9421  0.1724
H -26.8771 -33.8254 -16.6141  0.1862
H -33.6955 -36.0618 -13.3000  0.1593
H -28.8876 -21.9599 -16.6938  0.1588
H -28.7234 -33.6272 -17.0560  0.1716
H -31.5261 -25.4950 -13.0608  0.1682

Calculated values
E_HOMO	-0.36061	Eh
energy above the lowest of the compared OMol25 structures with the same formula, charge and spin	151.2	kcal/mol
orbital gap	10.0	eV
calculated total energy	-1157.110902	a.u.